[1]
11
Properties=species:S:1:pos:R:3 method="wB97M-V/def2-TZVPD" charge=0 relative_energy_ev=3.337 energy_ev=-7763.190 e_homo_ev=-9.854 fmax_ev_per_a=1.08
N -3.06796 0.52490 0.64069
C -1.92498 0.70987 0.68960
C -0.51758 0.95366 0.71437
C 0.23383 0.45641 -0.26069
C 0.50792 -0.29715 -1.44547
O 1.50609 0.44456 -0.65670
H -0.08607 1.54597 1.51383
H 0.61837 -1.37738 -1.38712
H 0.28153 0.12967 -2.41841
H 0.91334 -1.53840 1.50752
H 1.53554 -1.55212 1.10239

***

[2]
50
Properties=species:S:1:pos:R:3 method="wB97M-V/def2-TZVPD" charge=0 relative_energy_ev=0.301 smiles="CC(C)OCCCNC(=O)c1ccc(NC(=O)[C@@H]2CCCO2)cc1" energy_ev=-30259.053 e_homo_ev=-8.671 fmax_ev_per_a=0.61
C -5.63840 -3.12984 0.41241
C -5.47868 -1.77364 -0.27510
C -6.58240 -1.56526 -1.31430
O -5.53706 -0.76452 0.72634
C -4.51942 0.20218 0.71076
C -4.67002 1.24125 -0.40817
C -3.68375 2.39751 -0.23966
N -2.30874 1.97046 -0.34660
C -1.49733 1.86217 0.73703
O -1.85009 2.18387 1.85465
C -0.13529 1.32917 0.44870
C 0.51000 0.60301 1.44612
C 1.77642 0.09069 1.25194
C 2.43416 0.31816 0.04505
N 3.71639 -0.15784 -0.21531
C 4.53702 -0.90219 0.56201
O 4.29836 -1.31540 1.67498
C 5.87758 -1.20893 -0.13749
C 7.04675 -0.90856 0.80340
C 7.34232 0.54768 0.45340
C 7.08142 0.55865 -1.05152
O 6.06292 -0.40614 -1.29588
C 1.80214 1.06447 -0.94995
C 0.53003 1.56088 -0.75238
H -6.59377 -3.16335 0.92834
H -5.59671 -3.93305 -0.31833
H -4.84723 -3.27243 1.14393
H -4.49717 -1.73946 -0.77218
H -6.55148 -2.35861 -2.05672
H -7.54964 -1.57972 -0.81928
H -6.46873 -0.60837 -1.81686
H -4.58673 0.70374 1.67964
H -3.53177 -0.27884 0.64175
H -5.68693 1.63529 -0.38171
H -4.51189 0.76630 -1.38044
H -3.87842 3.16315 -0.99841
H -3.79138 2.84086 0.75276
H -2.01678 1.56712 -1.22217
H -0.00432 0.44799 2.38222
H 2.26543 -0.47809 2.02492
H 4.11784 0.08805 -1.11638
H 5.84652 -2.26175 -0.44351
H 7.90136 -1.54296 0.56815
H 6.75820 -1.05854 1.84103
H 6.64081 1.20717 0.96636
H 8.35766 0.84959 0.69667
H 7.98029 0.26484 -1.60837
H 6.73836 1.52718 -1.42439
H 2.31907 1.25645 -1.88006
H 0.07310 2.15963 -1.52738

***

[3]
15
Properties=species:S:1:pos:R:3 method="wB97M-V/def2-TZVPD" charge=+1 relative_energy_ev=5.888 energy_ev=-9746.576 e_homo_ev="-11.754 / -11.755" fmax_ev_per_a=3.68
C 1.14976 0.00789 -0.91315
C -0.01688 0.99116 -0.88243
C 0.59135 -2.14869 0.27851
N 1.15838 -1.16703 -0.31740
N -1.14488 0.63160 -0.27057
N -1.59007 1.52806 0.73562
O 1.10266 -2.95021 1.16688
H 2.10845 0.40937 -1.32993
H 0.32395 1.98770 -0.70661
H -0.25089 0.85510 -2.04873
H -0.27286 -2.68628 -0.12663
H -0.99486 2.50370 0.55460
H -1.48859 0.99841 1.63871
H -2.59634 1.73393 0.44377
H 1.92081 -2.69469 1.77735

***

[4]
21
Properties=species:S:1:pos:R:3 method="wB97M-V/def2-TZVPD" charge=0 relative_energy_ev=4.976 energy_ev=-11439.695 e_homo_ev=-7.931 fmax_ev_per_a=3.64
C -2.01683 -0.01896 1.35594
C 1.57944 0.75109 0.63907
C 0.24529 0.70938 -0.06796
C -0.25415 1.87990 -0.57837
O -0.70341 -0.52429 1.27656
H -2.48748 -0.40764 2.26394
H -1.99023 1.07500 1.43001
H -2.65218 -0.28894 0.49835
H 2.37908 1.10219 -0.02079
H 1.50943 1.43638 1.48619
H 1.90750 -0.19858 1.06288
H 0.25317 2.82176 -0.41324
H -1.07645 1.90465 -1.28429
N 0.77508 -0.78065 -2.13852
C -0.05920 -0.55050 -0.96816
N 0.73468 -2.56123 0.36157
C -0.01177 -1.69204 -0.03709
H 0.75087 0.06399 -2.70076
H 1.73439 -0.93161 -1.83221
H 0.48557 -3.35517 0.93901
H -1.10280 -0.43473 -1.27212

***

[5]
7
Properties=species:S:1:pos:R:3 method="wB97M-V/def2-TZVPD" charge=0 relative_energy_ev=4.362 smiles=N#[N+][O-].C#C energy_ev=-7129.482 e_homo_ev=-10.548 fmax_ev_per_a=3.13
N -1.68911 1.31403 0.63245
N -1.50873 0.38309 0.08424
O -1.35950 -0.53052 -0.60602
C 1.29570 -0.15557 -0.62530
C 1.24899 -0.26899 0.58709
H 1.03665 -0.13925 -1.68447
H 0.97602 -0.60278 1.61201

***

[6]
7
Properties=species:S:1:pos:R:3 method="wB97M-V/def2-TZVPD" charge=0 relative_energy_ev=2.390 smiles="O=C=C=S.S" energy_ev=-25821.352 e_homo_ev="-8.736 / -8.722" fmax_ev_per_a=3.53
O -1.47645 1.89933 0.61978
C -0.70035 1.63764 -0.25913
C 0.29044 1.50583 -1.04419
S 1.44939 1.16934 -2.04810
S 0.47112 -2.04873 0.34573
H 0.73397 -2.57788 1.66601
H -0.76811 -1.58552 0.71989

***

[7]
43
Properties=species:S:1:pos:R:3 method="wB97M-V/def2-TZVPD" charge=+1 spin_multiplicity=2 energy_ev=-70209.439 e_homo_ev="-11.119 / -11.280" s_squared=0.7538 fmax_ev_per_a=1.51
Ta 0.24551 -1.40520 -0.45653
O 1.89254 -1.37025 0.74184
N 2.65476 -2.39894 1.11973
C 3.67542 -2.14851 1.96687
C 4.49906 -3.16945 2.34491
C 4.26777 -4.45073 1.83520
C 3.22183 -4.67198 0.97104
C 2.38547 -3.61802 0.59777
S 1.00416 -3.77592 -0.41592
H 3.75879 -1.11998 2.28206
H 5.31407 -2.96937 3.02335
H 4.91438 -5.26930 2.11918
H 3.02128 -5.65044 0.56020
Cl -3.59755 -3.92751 -1.99432
C -3.77072 -2.39190 -1.26281
C -5.05529 -1.85260 -1.01833
C -5.19909 -0.63547 -0.42551
Cl -6.78155 -0.01277 -0.13487
C -4.07177 0.12097 0.00234
C -4.11632 1.34336 0.69449
C -2.94377 1.90371 1.11278
C -1.72472 1.26143 0.85743
N -1.62192 0.12634 0.17956
C -2.80226 -0.41889 -0.26132
C -2.67614 -1.65070 -0.92893
O -1.39386 -1.99443 -1.15164
H -5.92591 -2.42451 -1.30642
H -5.06884 1.80925 0.90749
H -2.93568 2.83441 1.66089
H -0.81178 1.68992 1.22300
O 1.24963 1.42145 -2.32497
B 0.96374 0.64765 -1.22622
O 1.01825 1.41622 -0.04746
C 1.29418 2.70945 -0.46756
C 1.42619 3.85227 0.28566
C 1.70147 5.02373 -0.41802
C 1.83809 5.02231 -1.80244
C 1.70648 3.85329 -2.54929
C 1.43117 2.70576 -1.84432
H 1.32812 3.84021 1.36297
H 1.81639 5.95181 0.12464
H 2.05448 5.95103 -2.31191
H 1.81391 3.84229 -3.62461

***

[8]
9
Properties=species:S:1:pos:R:3 method="wB97M-V/def2-TZVPD" charge=0 relative_energy_ev=2.931 smiles="C=C=O.C#C" energy_ev=-6256.448 e_homo_ev=-9.195 fmax_ev_per_a=5.39
C 1.83823 -1.08278 0.04635
C 1.42946 0.18494 0.06534
O 1.04808 1.28442 0.08461
H 1.72601 -1.63428 0.87482
H 2.54898 -1.29637 -0.81443
C -2.23529 0.31893 0.47671
C -1.89339 0.92274 -0.54777
H -2.64140 -0.32869 1.21221
H -1.82068 1.63109 -1.39784

***

Question: What is the charge in the fourth record?
Answer: 0

***

Question: Look up the charge of the eighth one.
Answer: 0